Record 1
A molecular structure, C2H3ClCrN at a distorted geometry, computed with the ωB97M-V functional and the def2-TZVPD basis.

Structure (ORCA input):
```
! RIJCOSX wB97M-V def2-TZVPD def2/J DEFGRID3
* xyz 1 5
Cr 2.33 1.94 2.66
Cl 1.15 2.88 0.86
C -0.43 -0.42 -0.86
C -0.77 -1.61 -0.09
N -1.09 -2.49 0.56
H -0.05 0.38 -0.22
H -1.39 -0.06 -1.24
H 0.26 -0.62 -1.67
*
```

Output
M in Da: 128.5
LUMO level (alpha / beta) in eV: -8.91 / -7.66
HOMO-LUMO gap (alpha / beta) in eV: 5.351 / 6.596
E in Eh: -1637.060775
ΔE to the lowest compared entry with this formula, charge and spin in eV: 0.102

=====

Record 2
2 unconnected molecules or ions with the total composition C2H3ClF2N2 at a distorted geometry, computed with the ωB97M-V functional and the def2-TZVPD basis.

Structure (ORCA input):
```
! RIJCOSX wB97M-V def2-TZVPD def2/J DEFGRID3
* xyz 0 1
C 0.84 -0.60 -0.12
C -0.61 -0.32 0.12
H 3.42 0.88 0.63
H 3.17 -1.17 -0.49
H 1.25 -1.66 -0.72
N 2.92 0.23 -0.24
N 1.68 0.46 0.20
F -0.89 -0.79 1.32
F -1.33 -1.15 -0.94
Cl -1.27 1.19 -0.15
*
```

Output
M in Da: 128.5
LUMO level in eV: -0.29
HOMO-LUMO gap in eV: 9.065
E in Eh: -847.258958
ΔE to the lowest compared entry with this formula, charge and spin in eV: 5.134

=====

Record 3
A molecular structure, C2H3ClF2S at a distorted geometry, computed with the ωB97M-V functional and the def2-TZVPD basis.

Structure (ORCA input):
```
! RIJCOSX wB97M-V def2-TZVPD def2/J DEFGRID3
* xyz 0 1
C -1.51 0.91 1.56
C -1.69 0.95 0.04
F -1.53 2.19 -0.48
F -1.05 -0.01 -0.66
S -3.92 0.37 -0.43
Cl -3.83 -1.39 0.47
H -0.48 1.41 1.81
H -1.58 0.00 2.11
H -2.22 1.61 1.82
*
```

Output
M in Da: 132.6
LUMO level in eV: -0.22
HOMO-LUMO gap in eV: 8.735
E in Eh: -1136.062342
ΔE to the lowest compared entry with this formula, charge and spin in eV: 1.401

=====

Record 4
2 unconnected molecules or ions with the total composition C2H3ClF2S at a distorted geometry, computed with the ωB97M-V functional and the def2-TZVPD basis.

Structure (ORCA input):
```
! RIJCOSX wB97M-V def2-TZVPD def2/J DEFGRID3
* xyz 0 1
C -0.68 0.42 -0.10
C 0.71 0.85 -0.08
F 0.80 -2.00 -0.79
F 1.03 1.49 -1.19
S -1.21 -1.05 0.98
Cl 1.73 0.86 1.17
H -1.29 1.19 0.32
H -1.03 0.07 -1.13
H -0.06 -1.83 0.83
*
```

Output
M in Da: 132.6
LUMO level (alpha / beta) in eV: -2.86 / -2.86
HOMO-LUMO gap (alpha / beta) in eV: 5.942 / 5.939
E in Eh: -1135.954212
ΔE to the lowest compared entry with this formula, charge and spin in eV: 4.343

=====

Record 5
2 unconnected molecules or ions with the total composition C2H3ClF2S at a distorted geometry, computed with the ωB97M-V functional and the def2-TZVPD basis.

Structure (ORCA input):
```
! RIJCOSX wB97M-V def2-TZVPD def2/J DEFGRID3
* xyz 0 1
C -0.35 0.44 0.03
C 1.04 -0.04 -0.29
F 1.29 -1.45 1.00
F 1.14 -0.75 -1.41
S -1.60 -0.90 -0.16
Cl 2.29 1.03 0.08
H -0.37 0.67 1.04
H -0.89 1.19 -0.61
H -2.56 -0.18 0.33
*
```

Output
M in Da: 132.6
LUMO level in eV: -0.47
HOMO-LUMO gap in eV: 9.083
E in Eh: -1136.031916
ΔE to the lowest compared entry with this formula, charge and spin in eV: 2.229

=====

Record 6
2 unconnected molecules or ions with the total composition C2H3ClF2S at a distorted geometry, computed with the ωB97M-V functional and the def2-TZVPD basis.

Structure (ORCA input):
```
! RIJCOSX wB97M-V def2-TZVPD def2/J DEFGRID3
* xyz 0 1
C 1.46 0.03 1.27
C 0.85 -0.34 0.20
F 0.57 0.37 -0.88
F 0.33 -1.55 0.08
H 1.84 0.96 1.54
H 1.51 -0.76 2.14
S -2.51 -0.27 -1.31
Cl -2.11 1.48 -0.40
H -1.94 0.08 -2.64
*
```

Output
M in Da: 132.6
LUMO level in eV: 0.08
HOMO-LUMO gap in eV: 9.409
E in Eh: -1136.052146
ΔE to the lowest compared entry with this formula, charge and spin in eV: 1.679
SMILES: C=C(F)F.SCl

=====

Record 7
A molecular structure, C2H3ClF5GaOP at a distorted geometry, computed with the ωB97M-V functional and the def2-TZVPD basis.

Structure (ORCA input):
```
! RIJCOSX wB97M-V def2-TZVPD def2/J DEFGRID3
* xyz -1 1
O 2.85 -0.36 0.91
P 2.39 -0.06 -0.78
Cl 1.79 -1.84 -1.76
Ga 0.42 1.23 -0.59
C -0.88 0.26 0.70
F -0.13 -0.63 1.66
F -1.63 1.35 1.43
C -2.03 -0.65 -0.04
F -1.60 -2.09 0.08
F -2.29 -0.31 -1.46
F -3.32 -0.40 0.70
H 3.77 -0.74 0.94
H 0.88 2.59 0.19
H -0.22 1.66 -1.99
*
```

Output
M in Da: 274.2
LUMO level in eV: 3.41
HOMO-LUMO gap in eV: 7.834
E in Eh: -3378.911104

=====

Record 8
2 unconnected molecules or ions with the total composition C2H3ClFI at a distorted geometry, computed with the ωB97M-V functional and the def2-TZVPD basis.

Structure (ORCA input):
```
! RIJCOSX wB97M-V def2-TZVPD def2/J DEFGRID3
* xyz 0 3
C -1.79 0.09 0.60
C -0.80 0.41 -0.20
F 0.12 1.33 0.07
Cl -0.45 -0.40 -1.66
I 3.86 -0.29 -0.95
H 3.68 -1.19 0.34
H -2.53 -0.67 0.36
H -2.09 0.72 1.43
*
```

Output
M in Da: 208.4
LUMO level (alpha / beta) in eV: 0.66 / -2.46
HOMO-LUMO gap (alpha / beta) in eV: 6.251 / 7.544
E in Eh: -935.552610
ΔE to the lowest compared entry with this formula, charge and spin in eV: 1.816

=====

Record 9
2 unconnected molecules or ions with the total composition C2H3ClFN at a distorted geometry, computed with the ωB97M-V functional and the def2-TZVPD basis.

Structure (ORCA input):
```
! RIJCOSX wB97M-V def2-TZVPD def2/J DEFGRID3
* xyz 0 1
C -0.12 -1.73 -2.06
C -0.02 -0.38 -0.05
N -0.38 -0.97 -1.04
F -0.61 0.50 0.69
Cl 0.70 2.77 3.43
H 0.23 -1.26 -2.89
H -0.43 -2.77 -2.15
H 0.63 3.83 4.07
*
```

Output
M in Da: 95.5
LUMO level (alpha / beta) in eV: 0.01 / 0.01
HOMO-LUMO gap (alpha / beta) in eV: 8.195 / 8.196
E in Eh: -692.691358
ΔE to the lowest compared entry with this formula, charge and spin in eV: 2.621

=====

Record 10
2 unconnected molecules or ions with the total composition C2H3ClN at a distorted geometry, computed with the ωB97M-V functional and the def2-TZVPD basis.

Structure (ORCA input):
```
! RIJCOSX wB97M-V def2-TZVPD def2/J DEFGRID3
* xyz 1 1
C -0.02 0.40 -0.11
C -0.54 0.25 1.02
N 0.55 -1.43 -1.33
Cl 0.90 -1.53 -2.82
H -0.33 1.15 1.60
H -0.97 -0.43 1.74
H 0.42 1.59 -0.11
*
```

Output
M in Da: 76.5
LUMO level (alpha / beta) in eV: -8.18 / -7.99
HOMO-LUMO gap (alpha / beta) in eV: 7.371 / 7.412
E in Eh: -592.340422
ΔE to the lowest compared entry with this formula, charge and spin in eV: 6.920